Computed, not measured: 2 unconnected molecules or ions with the total composition C4H8BN2O2 at a distorted geometry, with ωB97M-V/def2-TZVPD.

Calculated values
- Highest occupied orbital energy: -12.9 eV
- ΔE to the lowest compared entry with this formula, charge and spin: 305.1 kJ/mol
- Charge: +1
- Strongest force on any atom: 6.10 eV/Å

```
17
Properties=species:S:1:pos:R:3:forces:R:3:lowdin_charge:R:1
B -1.714209 -0.927631 -0.084302 1.337 -0.520 0.797 -0.80
C 0.203902 1.611206 0.212036 -1.450 -5.862 -0.832 0.13
C 0.884223 -1.126792 0.180065 -2.473 -1.959 -1.123 -0.19
C -0.268956 -0.460811 -0.031447 2.533 4.569 0.550 0.16
C 3.120451 -0.375119 -0.313233 -3.673 1.274 3.934 0.09
N 2.081116 -0.674637 0.464925 4.786 1.436 -1.780 0.01
N -0.659064 2.516661 0.246744 -1.284 -0.949 -1.208 0.19
O -2.756499 -0.125549 -0.120591 -2.787 1.169 -0.707 0.21
O -1.644934 -2.242633 0.129721 0.668 -0.803 -0.046 0.21
H 1.229983 1.676436 0.296149 1.975 0.975 0.693 0.07
H 0.753566 -2.251942 0.167054 0.140 1.176 0.123 0.18
H 3.804689 0.269470 0.269930 0.533 -1.079 -0.758 0.10
H 3.054369 -0.309390 -1.379393 0.143 -0.570 -0.678 0.08
H -1.543681 2.169030 -0.145889 -0.290 0.886 0.797 0.15
H -0.457945 3.484777 0.340123 0.037 1.076 0.146 0.14
H -3.678371 -0.484232 -0.213062 1.460 0.414 0.250 0.16
H -2.408648 -2.748852 -0.018823 -1.653 -1.233 -0.157 0.10
```
Forces are in eV/Å.

=====

Computed, not measured: a gas-phase ion, C4H8Br2N (charge +1) at a distorted geometry, with ωB97M-V/def2-TZVPD.

Calculated values
- SMILES: C[N+](C)=C(Br)CBr
- Highest occupied orbital energy: -14.7 eV
- ΔE to the lowest compared entry with this formula, charge and spin: 62.4 kJ/mol
- Charge: +1
- Strongest force on any atom: 6.10 eV/Å

```
15
Properties=species:S:1:pos:R:3:forces:R:3:lowdin_charge:R:1
C -0.892711 1.282311 -1.089740 -0.331 -1.262 -0.033 -0.03
N -0.337362 0.251996 -0.249125 4.630 2.826 2.790 -0.18
C -1.152698 -0.808729 0.125233 0.958 -2.327 3.741 -0.03
C 0.853277 0.378671 0.336446 -1.397 2.557 -3.233 -0.59
Br 1.832533 2.070797 -0.110457 -0.951 -2.276 0.784 0.86
C 1.496244 -0.671280 1.058399 1.002 -2.644 2.628 -0.55
Br 2.180176 -2.059158 -0.209924 -0.362 0.653 0.243 0.72
H -1.846841 0.888538 -1.220223 -1.706 0.001 -1.253 0.09
H -0.321301 1.371226 -1.955798 0.754 -0.212 -1.777 0.09
H -1.004241 2.256205 -0.752353 0.159 1.667 1.674 0.08
H -0.690169 -1.723479 -0.166313 0.330 -0.930 -0.202 0.08
H -1.989348 -0.700155 -0.407494 -3.548 -0.044 -1.553 0.06
H -1.363863 -0.892542 1.266209 0.276 0.470 -1.945 0.17
H 0.809482 -1.305209 1.789924 1.319 1.703 -1.495 0.13
H 2.426829 -0.339190 1.585209 -1.132 -0.182 -0.370 0.08
```
Forces are in eV/Å.